Record 1
Computed, not measured: a structure of composition C63H77As2BrClF6NO4P2SSnTe, with ωB97M-V/def2-TZVPD.

Atoms and positions in Å:
1 Sn 0.95523 0.44793 1.41635
2 C 1.39074 -7.53030 -1.32262
3 C 2.26958 -6.59470 -0.48975
4 C 3.59242 -6.37628 -1.23910
5 C 2.55676 -7.28734 0.85210
6 C 1.60516 -5.24512 -0.23612
7 C 2.21547 -4.31834 0.59891
8 C 1.61974 -3.09734 0.79547
9 Br 2.49928 -1.86476 1.99851
10 C 0.42032 -2.65142 0.19294
11 O -0.00891 -1.43246 0.39086
12 C -0.23311 -3.63570 -0.60481
13 C 0.38944 -4.86878 -0.79096
14 C -1.61620 -3.48951 -1.26918
15 C -1.49987 -3.65766 -2.79325
16 C -2.54530 -4.58852 -0.71808
17 C -2.31522 -2.15170 -1.03243
18 H 1.90437 -8.48450 -1.45446
19 H 1.19367 -7.11951 -2.31442
20 H 0.44040 -7.72358 -0.82168
21 H 4.10552 -7.32941 -1.39220
22 H 4.25245 -5.71405 -0.67797
23 H 3.40816 -5.92956 -2.21797
24 H 2.94907 -8.29312 0.68349
25 H 1.64162 -7.36673 1.44097
26 H 3.29047 -6.73133 1.43563
27 H 3.14725 -4.53053 1.10752
28 H -0.12502 -5.59089 -1.41010
29 H -0.99379 -4.58242 -3.07320
30 H -0.94227 -2.82087 -3.20946
31 H -2.50142 -3.66548 -3.23250
32 H -2.24090 -5.58231 -1.05031
33 H -3.56623 -4.41074 -1.06482
34 H -2.54009 -4.57594 0.37272
35 H -1.68359 -1.31506 -1.32114
36 H -2.58630 -2.02944 0.01517
37 H -3.23642 -2.12200 -1.62227
38 C 2.33199 4.19136 -7.56619
39 S 1.03395 5.06069 -6.65223
40 C -0.26146 3.78036 -6.65580
41 C -0.04054 2.66565 -5.64018
42 C -0.05660 3.17812 -4.19917
43 N 0.05587 2.07336 -3.24593
44 P -1.28035 1.52756 -2.29995
45 C -2.51232 1.30495 -3.65783
46 C -2.57950 0.03099 -4.22006
47 C -3.43674 -0.24188 -5.27515
48 C -4.24565 0.76497 -5.78117
49 C -4.19467 2.03396 -5.22217
50 C -3.33570 2.30658 -4.16670
51 C -2.00702 3.05923 -1.57835
52 C -1.34765 4.28344 -1.54852
53 C -1.97571 5.41016 -1.03452
54 C -3.25907 5.31787 -0.52175
55 C -3.90627 4.08956 -0.49623
56 C -3.28768 2.96920 -1.02703
57 P 1.37537 1.96851 -2.07420
58 C 2.81027 2.52455 -3.10166
59 C 3.60361 3.56335 -2.62870
60 C 4.73199 3.96457 -3.33363
61 C 5.07685 3.32424 -4.51148
62 C 4.29348 2.27898 -4.98775
63 C 3.17204 1.87651 -4.28344
64 C 1.79524 0.18645 -2.26950
65 C 2.84472 -0.26468 -1.46812
66 C 3.31263 -1.56434 -1.57681
67 C 2.75614 -2.42219 -2.51334
68 C 1.73349 -1.97223 -3.33362
69 C 1.23840 -0.68152 -3.20086
70 H 3.20613 4.83837 -7.55065
71 H 2.01575 4.02395 -8.59517
72 H 2.57491 3.25227 -7.07541
73 H -0.31580 3.37940 -7.66916
74 H -1.18676 4.31904 -6.44255
75 H 0.91391 2.17194 -5.83081
76 H -0.83610 1.92356 -5.75580
77 H -0.98592 3.73499 -4.04727
78 H 0.77362 3.87528 -4.06502
79 H -1.95325 -0.75779 -3.82073
80 H -3.47649 -1.23910 -5.69565
81 H -4.92382 0.55653 -6.59922
82 H -4.83289 2.81745 -5.61269
83 H -3.31419 3.30352 -3.74478
84 H -0.33440 4.35546 -1.92150
85 H -1.45794 6.36101 -1.03091
86 H -3.74571 6.19633 -0.11725
87 H -4.89712 4.01050 -0.06591
88 H -3.79584 2.01262 -1.02413
89 H 3.35846 4.04592 -1.69003
90 H 5.35159 4.76308 -2.94661
91 H 5.96600 3.62214 -5.05359
92 H 4.57319 1.75974 -5.89710
93 H 2.58526 1.03929 -4.63810
94 H 3.34061 0.43007 -0.79869
95 H 4.12679 -1.90028 -0.94655
96 H 3.11552 -3.43958 -2.60367
97 H 1.33106 -2.62929 -4.09454
98 H 0.43942 -0.33388 -3.84570
99 C 1.12413 4.80241 3.87378
100 As 0.70129 3.79527 2.24657
101 C 1.20694 5.16053 0.91275
102 C -1.23159 4.19115 2.29038
103 H 0.56283 5.73837 3.90293
104 H 2.19054 5.01262 3.92027
105 H 0.84286 4.18242 4.72271
106 H 0.57116 6.04709 0.96056
107 H 1.15167 4.73026 -0.08771
108 H 2.24254 5.44883 1.08796
109 H -1.41036 5.26807 2.26348
110 H -1.65548 3.77723 3.20608
111 H -1.73774 3.73330 1.44001
112 C 1.46705 0.34318 9.24802
113 C 2.05457 -0.49977 8.15097
114 C 3.25064 -1.17534 8.31569
115 C 3.77942 -1.93239 7.27960
116 Cl 5.28029 -2.77730 7.53042
117 C 3.13831 -2.00614 6.06116
118 C 1.93405 -1.33643 5.88397
119 C 1.38545 -0.59589 6.92146
120 O 0.20408 0.07240 6.85435
121 C -0.60273 -0.09896 5.70351
122 C -0.09005 0.65955 4.45534
123 O -0.11149 1.88079 4.44775
124 O 0.27142 -0.12469 3.50204
125 H 2.17778 0.45871 10.06480
126 H 0.55166 -0.11245 9.63075
127 H 1.20057 1.32410 8.85469
128 H 3.78289 -1.10921 9.25582
129 H 3.56838 -2.56653 5.24263
130 H 1.44930 -1.38441 4.91853
131 H -1.57277 0.32044 5.96805
132 H -0.71788 -1.15941 5.46169
133 C -6.84164 -2.63261 4.45184
134 C -5.71225 -1.88373 3.79706
135 C -5.85609 -0.55738 3.41233
136 C -4.83196 0.13020 2.77264
137 C -5.05179 1.55863 2.35083
138 C -3.62513 -0.52494 2.50864
139 Te -2.15180 0.49812 1.34750
140 C -3.44338 -1.84737 2.92358
141 C -2.13566 -2.57450 2.74890
142 C -4.49450 -2.50440 3.55484
143 H -7.70752 -1.98736 4.59528
144 H -6.53587 -3.01919 5.42536
145 H -7.14554 -3.48093 3.83609
146 H -6.79211 -0.04269 3.60207
147 H -5.95421 1.96365 2.80669
148 H -5.15009 1.61522 1.26341
149 H -4.20008 2.18134 2.63491
150 H -1.52698 -2.14451 1.95396
151 H -2.30357 -3.63005 2.53237
152 H -1.54647 -2.51295 3.66743
153 H -4.35030 -3.53688 3.85743
154 F 3.29270 2.50940 0.54488
155 As 4.45720 2.30479 1.83905
156 F 4.86993 0.75388 1.14641
157 F 3.24253 1.48930 2.81794
158 F 5.63316 2.06944 3.08095
159 F 3.99566 3.82479 2.51588
160 F 5.63843 3.09150 0.83003

Summary:
ΔE to the lowest compared entry with this formula, charge and spin in kcal per mole: 0.00
Multiplicity: 2
Orbital gap (alpha / beta) in eV: 7.256 / 5.600
Charge: -1
Lowest unoccupied orbital energy (alpha / beta) in hartree: 0.069 / 0.010

Löwdin atomic charge list, values in e, 6 entries: atom 1 (Sn): 1.001, atom 2 (C): -0.068, atom 3 (C): -0.558, atom 4 (C): -0.048, atom 5 (C): -0.051, atom 6 (C): -0.186

Record 2
Computed, not measured: the ion C5H8N with charge +1, with ωB97M-V/def2-TZVPD.

Atoms and positions in Å:
1 C 0.69776 -0.08271 2.13789
2 C -0.48254 -0.11429 1.51943
3 C -1.75454 -0.19111 -0.49495
4 C 1.46375 -0.30858 -2.04377
5 C 0.68468 0.25553 -0.98909
6 N -0.66297 -0.05121 0.15335
7 H 0.61426 -0.05108 3.20196
8 H 1.62303 0.26086 1.87103
9 H -1.38732 -0.11229 2.10891
10 H -1.89977 0.00276 -1.64865
11 H -2.77612 -0.09763 0.04676
12 H 1.07207 -1.23505 -2.44065
13 H 2.08791 0.41288 -2.57300
14 H 0.71980 1.31192 -0.84922

Summary:
ΔE to the lowest compared entry with this formula, charge and spin in kcal per mole: 118.15
Orbital gap in eV: 9.589
Charge: +1
Lowest unoccupied orbital energy in hartree: -0.193
SMILES string: C=C[N+](=C)C=C

Löwdin atomic charge list, values in e, 6 entries: atom 1 (C): 0.135, atom 2 (C): -0.152, atom 3 (C): 0.119, atom 4 (C): 0.098, atom 5 (C): 0.045, atom 6 (N): -0.065

Record 3
Computed, not measured: a cluster of 6 separate species, H12O6 in total, with ωB97M-V/def2-TZVPD.

Atoms and positions in Å:
1 H 2.01762 0.10061 -0.40731
2 H 2.50031 1.43733 0.13223
3 H 0.61790 0.21954 1.30612
4 H -0.85994 0.51716 1.87353
5 H -0.65606 -1.27642 0.62307
6 H -1.36723 -2.46923 -0.21223
7 H 0.10601 1.19796 -1.03174
8 H -0.84203 -0.00125 -1.19980
9 H 0.92874 -1.71424 -0.68504
10 H 2.05769 -1.90477 -1.96435
11 H -1.77543 1.41486 0.14452
12 H -2.32813 2.45356 1.13713
13 O 1.69302 0.96614 -0.01378
14 O -0.14579 -0.18328 1.82503
15 O -0.77296 -1.71858 -0.24823
16 O -0.80022 0.98738 -1.30400
17 O 1.87154 -1.52831 -0.94826
18 O -2.24503 1.50153 0.97311

Summary:
ΔE to the lowest compared entry with this formula, charge and spin in kcal per mole: 11.35
Orbital gap in eV: 11.540
Lowest unoccupied orbital energy in hartree: 0.016
SMILES string: O.O.O.O.O.O

Löwdin atomic charge list, values in e, 6 entries: atom 1 (H): 0.038, atom 2 (H): 0.055, atom 3 (H): 0.040, atom 4 (H): 0.048, atom 5 (H): 0.018, atom 6 (H): 0.073